Density functional theory data (ωB97M-V/def2-TZVPD) for C52H49ClN6O9ReTe as an isolated structure.

```
119
Properties=species:S:1:pos:R:3:forces:R:3
Re -1.472651 -0.074800 0.893647 0.358 0.141 0.061
C -6.673279 4.806901 2.400939 0.014 -0.004 0.003
C -5.502598 3.916796 2.097991 -0.035 0.018 0.011
C -4.639767 3.501260 3.112232 0.041 0.089 -0.002
C -3.547468 2.696212 2.831460 0.041 -0.055 -0.051
C -2.552418 2.310531 3.896537 0.017 -0.045 -0.094
O -2.081206 3.168249 4.598103 -0.093 0.018 0.104
C -2.109410 0.873507 4.051595 0.044 -0.010 -0.013
C -2.692569 -0.204537 3.357434 -0.078 0.064 0.024
C -2.213988 -1.499068 3.553443 0.013 0.022 -0.009
C -1.168504 -1.733684 4.445093 -0.009 -0.009 -0.010
C -0.614477 -0.675305 5.143675 0.013 0.022 0.017
C -1.078220 0.623682 4.941987 0.046 -0.012 -0.018
C -3.327025 2.323376 1.511006 -0.005 0.029 0.202
O -2.245449 1.521352 1.283579 -0.429 -0.165 -0.390
C -4.164097 2.705654 0.467808 0.023 -0.025 0.078
C -5.258205 3.495979 0.788834 0.020 0.057 -0.051
C -3.939121 2.105877 -0.880594 0.127 -0.148 0.092
N -2.863559 2.213816 -1.556516 -0.233 0.236 -0.252
C -1.708813 3.036092 -1.252662 0.044 -0.108 0.049
C -0.512422 2.278090 -1.855962 -0.085 0.022 -0.012
Te -1.105454 0.208832 -1.787254 0.197 -0.093 0.149
C 0.719668 -0.814964 -2.119035 -0.043 0.081 -0.034
C 1.552108 -1.314844 -1.125698 -0.027 -0.005 0.035
C 2.667668 -2.059950 -1.472914 0.030 -0.014 0.006
C 2.953650 -2.304206 -2.808956 0.001 0.015 0.010
C 2.117378 -1.814695 -3.800974 0.024 -0.012 -0.037
C 0.991414 -1.080844 -3.459002 -0.018 0.088 -0.023
C -4.963143 1.152622 -1.378129 0.024 -0.005 0.009
C -4.930170 0.742504 -2.715213 -0.028 -0.001 0.027
C -5.795086 -0.238371 -3.165618 0.012 0.014 0.010
C -6.705459 -0.819090 -2.288371 -0.026 -0.019 -0.004
C -6.756804 -0.406689 -0.965178 0.000 0.001 0.010
C -5.891344 0.577642 -0.510107 0.007 0.012 -0.011
H -6.935221 4.774066 3.456801 0.005 -0.001 -0.015
H -7.547225 4.521360 1.816301 0.009 0.001 0.001
H -6.433438 5.841943 2.148318 0.000 -0.013 0.004
H -4.813632 3.816472 4.134055 0.011 -0.008 -0.009
H -3.601642 -0.058498 2.780941 -0.008 0.019 0.031
H -2.702308 -2.329826 3.060571 -0.002 -0.005 0.008
H -0.818511 -2.744071 4.614512 -0.007 0.009 -0.003
H 0.177959 -0.855422 5.858978 -0.009 0.007 -0.008
H -0.652035 1.456207 5.486935 -0.002 -0.012 -0.004
H -5.944883 3.785331 0.001194 0.003 -0.012 0.009
H -1.553621 3.225814 -0.187408 -0.025 0.028 0.005
H -1.820010 4.004695 -1.744285 0.023 -0.007 -0.021
H 0.447649 2.439084 -1.371384 -0.009 -0.011 -0.016
H -0.406520 2.480694 -2.921354 0.018 0.006 0.006
H 1.345528 -1.136098 -0.081171 0.002 -0.020 -0.003
H 3.320345 -2.445929 -0.700586 0.030 -0.013 0.008
H 3.824869 -2.883810 -3.075379 0.094 -0.048 -0.008
H 2.333114 -2.012252 -4.842710 -0.003 0.002 0.013
H 0.333535 -0.722628 -4.243282 -0.003 -0.002 0.004
H -4.235495 1.215184 -3.395242 0.030 -0.005 -0.006
H -5.770436 -0.548037 -4.201676 -0.005 -0.002 0.001
H -7.385636 -1.581995 -2.645054 0.018 0.007 0.000
H -7.475446 -0.847504 -0.286699 0.009 0.006 -0.006
H -5.935720 0.885247 0.527044 -0.006 -0.005 -0.001
O -1.215011 -2.066963 0.730670 -0.116 -0.132 -0.056
C -2.360187 -2.271298 0.136596 -0.152 -0.004 0.056
O -3.112374 -1.262560 0.108995 0.101 0.113 0.054
C -2.688228 -3.531893 -0.521990 0.036 0.054 -0.060
C -2.085250 -4.721851 -0.129078 0.064 -0.006 -0.033
C -2.399284 -5.866841 -0.829084 0.049 -0.007 -0.002
C -3.256143 -5.869301 -1.914233 -0.025 -0.035 0.021
C -3.817009 -4.660884 -2.281886 0.051 0.061 -0.029
C -3.563478 -3.486195 -1.606039 -0.131 -0.083 0.100
N -4.722445 -4.617072 -3.454995 -0.161 -0.003 0.109
O -5.078261 -5.673961 -3.912721 0.073 -0.013 -0.041
O -5.050473 -3.515854 -3.846805 0.041 0.009 0.000
N -1.770622 -7.144147 -0.410049 -0.044 -0.025 0.043
O -2.061262 -8.128919 -1.042975 0.013 0.015 -0.019
O -1.019409 -7.092651 0.539826 0.004 0.023 -0.020
H -1.392976 -4.773604 0.699504 0.010 0.013 -0.012
H -3.477867 -6.781444 -2.450781 0.002 0.002 -0.005
H -4.044081 -2.565901 -1.911770 0.035 0.021 -0.032
C 3.450388 1.496943 -1.309955 0.028 0.021 0.015
C 4.264951 2.561006 -0.565900 -0.012 -0.044 0.014
C 3.479916 3.880016 -0.555996 -0.017 0.005 -0.002
C 5.532214 2.799342 -1.398277 0.018 0.014 0.032
C 4.622956 2.133599 0.908185 0.095 0.078 0.010
O 5.534402 3.077025 1.469328 -0.054 -0.044 -0.038
C 5.144919 0.695153 1.081888 0.037 0.031 0.037
C 6.605286 0.398140 0.655411 -0.075 -0.014 -0.038
C 6.712309 -0.836335 -0.210010 0.022 0.035 0.029
C 7.232223 -0.783717 -1.496985 0.022 0.003 -0.016
C 7.323881 -1.924701 -2.284880 -0.009 0.030 -0.012
C 6.893777 -3.135366 -1.773180 -0.034 -0.001 -0.003
Cl 6.996469 -4.565947 -2.746072 -0.021 -0.006 -0.013
C 6.384440 -3.220139 -0.484811 -0.037 0.002 0.016
C 6.294357 -2.071389 0.283830 -0.017 -0.019 0.014
C 3.461392 2.341982 1.913249 -0.039 -0.026 -0.042
N 2.349559 1.382927 1.854556 -0.036 -0.016 -0.016
C 1.164286 1.525598 1.293422 -0.014 0.141 0.228
N 0.411572 0.457498 1.582233 0.230 -0.324 -0.097
C 1.247371 -0.335722 2.332122 0.010 0.080 0.064
N 2.423448 0.195262 2.503259 -0.139 0.039 -0.005
H 3.153106 1.887873 -2.286821 0.009 0.006 0.013
H 2.539588 1.207238 -0.785228 -0.017 -0.007 0.006
H 4.028413 0.588601 -1.489350 -0.008 0.011 0.010
H 3.428284 4.282705 -1.568442 -0.006 -0.005 0.015
H 3.961739 4.627359 0.075809 0.000 -0.003 -0.005
H 2.446291 3.756344 -0.213735 0.016 0.003 -0.001
H 5.244232 3.192290 -2.374735 0.001 -0.006 0.008
H 6.079094 1.876749 -1.579460 0.018 -0.020 0.013
H 6.196053 3.534345 -0.942660 0.001 0.000 -0.003
H 6.425131 2.900431 1.150173 0.016 -0.003 -0.022
H 4.472427 0.008752 0.564133 -0.004 0.001 -0.017
H 5.050469 0.456881 2.142784 0.003 -0.018 -0.024
H 7.208975 0.252730 1.552533 -0.007 -0.004 0.013
H 7.065386 1.233868 0.129073 -0.029 0.022 -0.045
H 7.597015 0.156228 -1.894957 -0.009 -0.003 0.002
H 7.736567 -1.876671 -3.283542 -0.001 0.001 0.015
H 6.080474 -4.180552 -0.089498 0.007 0.013 -0.004
H 5.913250 -2.144148 1.297438 0.008 -0.001 -0.015
H 3.039868 3.338223 1.818110 -0.025 -0.009 -0.017
H 3.879574 2.253302 2.912052 0.014 -0.045 -0.001
H 0.841103 2.404417 0.761451 0.030 -0.036 -0.030
H 0.956809 -1.294755 2.727669 0.015 0.000 -0.034
```
Forces are in eV/Å.

## Properties
DFT total energy (Ha): -3822.4367
Net charge: +2
Expectation value of S²: 0.760
Spin multiplicity: 2

Mulliken atomic charge list, values in e, 4 entries: 0.764 -1.674 0.508 -0.986